[1]
ORCA calculation (ωB97M-V/def2-TZVPD) on a molecular structure, C38H60N8NiO6Si.

Results
* ⟨S²⟩: 2.0065
* 2S+1: 3
* HOMO (alpha / beta): -6.46 / -7.26 eV
* net charge: 0
* molecular weight: 811.73 g/mol

```
114
Properties=species:S:1:pos:R:3:forces:R:3:mulliken_spin:R:1
Ni -0.535 -0.478 0.177 0.790 0.165 -0.117 1.603
C 4.153 -2.257 1.370 -0.031 -0.074 -0.039 0.000
N 3.761 -2.268 -0.025 -0.023 0.372 0.070 0.001
C 4.865 -2.072 -0.952 0.023 -0.198 -0.006 0.000
C 2.487 -1.831 -0.393 0.181 -0.196 0.270 0.004
N 1.772 -0.976 0.278 -0.462 -0.312 -0.481 0.015
C 2.382 0.116 0.922 0.468 0.222 -0.161 -0.012
C 3.501 0.697 0.353 -0.239 -0.178 0.009 0.004
C 4.133 1.821 0.895 0.102 0.118 0.175 -0.004
C 3.641 2.398 2.026 0.092 -0.015 -0.134 0.004
C 2.456 1.900 2.610 -0.060 -0.086 -0.046 -0.002
C 1.920 2.577 3.729 -0.117 0.013 0.096 0.008
C 0.727 2.199 4.267 0.162 0.100 0.046 -0.003
C 0.048 1.101 3.725 0.031 -0.176 -0.161 0.009
C 0.565 0.374 2.675 -0.105 0.119 0.568 0.010
N -0.197 -0.737 2.235 -0.065 -0.076 -0.335 -0.010
C -0.442 -1.675 3.101 0.070 -0.136 0.187 0.014
N 0.341 -1.935 4.221 -0.042 0.236 -0.095 0.003
C -0.269 -1.829 5.533 -0.021 -0.133 0.015 0.000
C 1.768 -1.685 4.213 0.016 -0.047 -0.033 0.000
N -1.490 -2.539 2.966 -0.058 0.086 -0.046 -0.001
C -1.500 -3.845 3.590 0.031 0.041 0.008 0.001
C -2.704 -2.177 2.258 0.108 -0.055 0.117 0.019
C 1.793 0.761 2.062 -0.009 0.015 -0.048 0.016
N 2.007 -2.504 -1.495 -0.098 0.215 0.080 0.002
C 1.060 -1.938 -2.443 0.044 -0.004 0.096 0.011
C 2.586 -3.747 -1.956 -0.046 -0.074 0.068 0.000
H 4.919 -3.023 1.513 -0.001 -0.005 0.004 0.000
H 3.292 -2.511 1.984 0.082 -0.028 -0.081 0.000
H 4.556 -1.295 1.698 -0.003 0.026 0.002 0.000
H 5.519 -1.266 -0.603 -0.045 0.027 0.003 0.000
H 4.493 -1.802 -1.939 -0.002 -0.014 -0.002 0.000
H 5.468 -2.980 -1.040 -0.005 -0.005 -0.023 0.000
H 3.881 0.304 -0.578 -0.025 -0.058 -0.052 0.002
H 5.007 2.229 0.403 -0.011 0.003 -0.011 0.000
H 4.112 3.270 2.461 -0.012 0.010 -0.001 0.000
H 2.464 3.423 4.129 -0.008 0.021 -0.035 0.000
H 0.297 2.742 5.099 -0.005 0.002 -0.009 0.000
H -0.919 0.819 4.124 -0.008 -0.039 -0.028 0.001
H -1.354 -1.877 5.454 0.007 -0.012 -0.001 0.000
H -0.003 -0.875 6.002 -0.004 0.001 -0.021 0.000
H 0.073 -2.641 6.181 -0.021 0.012 0.017 0.000
H 2.138 -1.743 3.194 -0.073 0.073 0.085 0.000
H 2.255 -2.463 4.809 0.002 0.005 -0.008 0.000
H 2.037 -0.710 4.631 -0.043 0.024 -0.022 0.000
H -0.498 -4.111 3.912 -0.003 -0.007 0.046 0.000
H -1.844 -4.588 2.863 -0.038 0.018 0.000 0.000
H -2.176 -3.886 4.450 0.003 -0.023 -0.003 0.000
H -2.502 -1.357 1.575 -0.056 -0.074 0.003 0.030
H -3.492 -1.878 2.957 0.011 -0.035 -0.012 0.000
H -3.064 -3.031 1.683 0.091 -0.007 0.032 -0.001
H 1.571 -1.639 -3.364 0.028 -0.036 -0.029 0.000
H 0.569 -1.067 -2.036 -0.094 0.254 0.144 0.014
H 0.305 -2.680 -2.703 -0.081 -0.022 0.050 0.004
H 3.176 -4.206 -1.168 0.031 -0.013 -0.004 0.000
H 3.215 -3.603 -2.840 0.024 -0.027 0.015 0.000
H 1.779 -4.430 -2.244 -0.005 0.033 -0.019 0.000
C -2.213 1.770 -2.015 0.177 -0.202 0.272 0.014
Si -2.546 0.492 -0.615 -0.680 0.193 -0.397 0.102
C -3.388 1.632 0.761 -0.073 -0.384 -0.444 0.007
C -2.289 2.566 1.271 -0.062 -0.016 -0.138 0.027
C -4.520 2.458 0.146 0.030 0.005 0.126 -0.002
C -3.948 0.858 1.957 0.090 0.092 -0.062 0.007
C -3.753 -0.763 -1.590 0.044 0.448 0.495 0.014
C -4.756 -0.025 -2.481 0.003 -0.139 0.001 -0.001
C -2.854 -1.630 -2.472 0.046 0.073 0.103 0.066
C -4.539 -1.665 -0.637 0.106 0.030 -0.064 0.029
H -3.141 2.127 -2.463 -0.020 0.009 0.009 0.000
H -1.591 1.353 -2.811 -0.011 -0.035 -0.002 -0.003
H -1.681 2.633 -1.614 -0.017 0.027 -0.024 -0.004
H -1.866 3.183 0.477 0.016 -0.001 0.091 0.001
H -1.466 1.993 1.700 0.066 0.074 0.035 -0.018
H -2.686 3.233 2.046 -0.019 -0.001 0.028 0.000
H -4.164 3.066 -0.686 -0.050 0.003 -0.022 0.000
H -4.943 3.137 0.897 -0.002 0.016 -0.002 0.001
H -5.329 1.818 -0.212 -0.047 0.067 0.017 0.000
H -3.140 0.383 2.519 -0.062 0.059 0.015 0.001
H -4.666 0.091 1.658 0.012 0.004 0.089 0.000
H -4.459 1.550 2.638 -0.008 0.002 0.024 0.001
H -4.259 0.524 -3.279 -0.013 0.030 -0.018 0.000
H -5.362 0.677 -1.908 -0.035 0.007 -0.086 -0.001
H -5.436 -0.746 -2.954 -0.008 -0.005 -0.005 0.001
H -2.209 -1.012 -3.103 0.002 -0.041 -0.050 0.000
H -3.453 -2.273 -3.128 -0.023 -0.015 -0.015 0.000
H -2.217 -2.263 -1.851 0.029 -0.043 -0.072 -0.009
H -5.231 -1.080 -0.027 -0.024 -0.071 0.013 -0.001
H -3.866 -2.212 0.027 -0.141 0.018 -0.125 -0.010
H -5.132 -2.397 -1.202 -0.008 -0.029 0.011 0.000
O 0.519 3.314 -0.382 0.027 -0.051 0.029 0.005
C 0.724 2.293 -1.029 -0.003 0.318 -0.035 0.012
O 0.384 1.101 -0.740 0.113 -0.323 -0.040 -0.028
C 1.474 2.433 -2.357 -0.071 -0.196 0.163 0.003
C 1.452 3.629 -3.062 -0.027 -0.007 0.066 0.000
C 2.134 3.747 -4.260 0.122 0.023 -0.274 0.001
C 2.847 2.660 -4.748 -0.414 -0.114 0.766 0.000
C 2.884 1.457 -4.052 0.179 0.049 -0.271 0.000
C 2.195 1.356 -2.861 -0.081 0.114 0.043 -0.004
N 3.569 2.774 -6.002 0.327 0.004 -0.557 0.000
O 3.553 3.842 -6.583 -0.075 0.052 0.088 0.000
O 4.162 1.791 -6.415 -0.061 -0.008 0.112 0.000
H 0.890 4.462 -2.663 0.024 -0.011 0.047 0.001
H 2.120 4.664 -4.831 -0.004 0.012 0.016 0.000
H 3.448 0.632 -4.464 0.010 -0.006 0.027 0.000
H 2.199 0.441 -2.290 0.011 -0.070 0.001 0.006
N 0.236 -6.138 0.260 -0.033 0.026 -0.086 0.000
C -0.718 -5.101 -0.132 0.155 0.096 0.055 0.003
C -0.264 -3.731 0.381 -0.147 -0.284 -0.181 0.009
O 0.752 -3.776 1.222 0.172 0.189 0.126 0.002
O -0.826 -2.715 0.049 0.072 -0.056 -0.087 0.026
H -0.227 -7.000 0.513 0.007 0.006 0.063 0.000
H 1.001 -4.725 1.290 -0.077 -0.096 -0.019 0.000
H 0.885 -6.352 -0.487 -0.012 0.019 -0.005 0.000
H -1.690 -5.295 0.324 -0.012 0.024 -0.005 0.000
H -0.884 -5.025 -1.208 0.000 0.069 0.016 0.000
```
Positions in Å, forces in eV/Å.



[2]
ORCA calculation (ωB97M-V/def2-TZVPD) on a single C5H12O2 molecule.

Results
* HOMO: -9.84 eV
* structure (SMILES): CO[C@@H](C)CCO
* ΔE to the lowest compared entry with this formula, charge and spin: 24.84 kcal per mole
* net charge: 0
* molecular weight: 104.15 g/mol

```
19
Properties=species:S:1:pos:R:3:forces:R:3:lowdin_charge:R:1
C 1.065 -1.032 1.644 0.177 -0.064 0.179 -0.091
O 0.170 -0.930 0.561 -0.083 0.022 -0.085 -0.200
C 0.459 0.125 -0.366 0.003 0.110 -0.021 -0.413
C 1.373 -0.373 -1.478 -0.013 0.018 -0.003 -0.037
C -0.872 0.653 -0.897 -0.008 -0.016 -0.026 -0.136
C -1.835 1.093 0.207 0.084 0.384 -0.236 -0.270
O -2.348 0.014 0.949 0.113 -0.249 0.115 -0.070
H 2.054 -1.397 1.334 -0.115 0.086 0.002 0.088
H 0.633 -1.750 2.344 0.092 0.052 -0.059 0.094
H 1.183 -0.066 2.159 -0.011 -0.136 -0.102 0.096
H 0.955 0.935 0.193 -0.031 -0.085 -0.058 0.143
H 0.820 -1.051 -2.139 0.113 0.052 0.122 0.087
H 2.238 -0.909 -1.072 -0.133 0.122 -0.067 0.077
H 1.737 0.469 -2.076 -0.032 -0.127 0.070 0.085
H -1.355 -0.126 -1.499 0.056 0.064 0.047 0.128
H -0.661 1.502 -1.563 -0.042 -0.149 0.118 0.126
H -1.323 1.823 0.860 -0.071 -0.111 -0.044 0.118
H -2.696 1.606 -0.233 0.133 -0.014 0.014 0.115
H -1.595 -0.588 1.070 -0.232 0.041 0.033 0.061
```
Positions in Å, forces in eV/Å.



[3]
ORCA calculation (ωB97M-V/def2-TZVPD) on a molecular structure, C56H77BN6O2P2SScSi.

Results
* HOMO: -9.80 eV
* ΔE to the lowest compared entry with this formula, charge and spin: 38.29 kcal per mole
* net charge: +1
* molecular weight: 1044.14 g/mol

```
147
Properties=species:S:1:pos:R:3:forces:R:3:lowdin_charge:R:1
Sc -0.623 -0.389 -1.118 0.754 -1.268 1.535 0.866
C -4.839 3.605 0.653 0.082 -0.022 -0.106 -0.074
C -3.644 2.737 1.040 0.463 -0.252 0.220 -0.684
C -2.812 3.443 2.117 -0.029 0.018 -0.081 -0.111
C -4.134 1.404 1.630 0.038 -0.042 -0.053 -0.108
P -2.482 2.210 -0.361 -0.242 0.052 -0.951 1.106
C -3.769 1.907 -1.670 0.044 -0.024 0.181 -0.317
N -3.397 0.905 -2.638 -0.014 0.216 0.072 -0.041
B -2.234 0.050 -2.714 -0.311 -0.215 -0.453 -0.517
N -2.546 -0.823 -3.829 -0.022 -0.008 -0.150 -0.038
C -1.840 -1.965 -4.361 0.139 -0.111 0.114 -0.300
P -0.288 -2.291 -3.384 -0.877 0.515 -0.474 1.159
C -0.432 -4.169 -3.138 0.264 0.225 0.419 -0.671
C -1.808 -4.382 -2.480 0.063 0.078 -0.042 -0.094
C 0.639 -4.539 -2.108 -0.095 -0.029 -0.193 -0.096
C -0.313 -5.073 -4.362 -0.008 0.130 -0.018 -0.080
C 1.050 -1.674 -4.596 0.101 -0.018 0.389 -0.667
C 1.618 -2.763 -5.498 -0.034 0.051 0.046 -0.079
C 0.502 -0.514 -5.436 -0.012 -0.088 0.043 -0.087
C 2.154 -1.080 -3.711 -0.104 -0.104 -0.084 -0.103
C -3.781 -0.495 -4.371 -0.141 0.166 0.046 -0.174
C -4.490 -1.050 -5.426 0.050 -0.032 0.015 -0.011
C -5.740 -0.521 -5.721 -0.079 0.019 -0.024 -0.092
C -6.269 0.534 -4.984 -0.002 -0.025 -0.027 -0.092
C -5.561 1.094 -3.928 0.009 0.061 0.081 -0.013
C -4.312 0.573 -3.630 0.015 -0.173 -0.167 -0.176
C -1.563 3.711 -1.073 0.124 -0.196 0.281 -0.689
C -1.169 3.363 -2.513 -0.064 -0.022 0.066 -0.093
C -0.275 3.864 -0.250 -0.062 0.061 -0.063 -0.111
C -2.334 5.029 -1.088 0.001 -0.091 -0.007 -0.081
H -5.450 3.773 1.544 0.003 -0.016 0.020 0.094
H -5.477 3.130 -0.093 -0.032 0.040 0.031 0.074
H -4.531 4.578 0.278 -0.050 0.005 -0.010 0.065
H -3.402 3.534 3.033 -0.031 0.003 0.009 0.092
H -2.519 4.447 1.812 0.003 0.008 0.016 0.068
H -1.916 2.861 2.336 -0.024 0.106 0.052 0.010
H -4.768 1.598 2.499 -0.028 0.028 -0.006 0.092
H -3.288 0.792 1.953 -0.029 -0.002 0.031 0.047
H -4.721 0.823 0.915 -0.015 0.009 -0.001 0.074
H -4.019 2.849 -2.169 -0.051 0.009 0.033 0.097
H -4.674 1.567 -1.155 -0.004 0.090 -0.013 0.085
H -1.609 -1.813 -5.416 -0.011 -0.061 -0.009 0.089
H -2.490 -2.839 -4.304 0.044 -0.027 -0.050 0.082
H -2.055 -3.562 -1.801 -0.073 -0.064 0.047 0.053
H -1.783 -5.305 -1.898 0.027 -0.011 0.001 0.094
H -2.607 -4.482 -3.214 -0.025 0.023 0.027 0.080
H 0.555 -3.915 -1.215 0.051 -0.034 0.007 0.068
H 1.639 -4.413 -2.517 -0.321 -0.130 -0.003 0.042
H 0.532 -5.587 -1.816 -0.003 -0.020 -0.006 0.100
H -0.927 -4.722 -5.193 -0.020 -0.052 -0.029 0.083
H -0.653 -6.074 -4.087 -0.046 0.000 -0.003 0.094
H 0.717 -5.166 -4.698 -0.022 0.019 -0.057 0.067
H 0.833 -3.246 -6.080 0.042 -0.041 -0.027 0.078
H 2.147 -3.519 -4.915 0.005 -0.055 -0.049 0.075
H 2.332 -2.325 -6.199 0.015 0.044 0.023 0.095
H -0.092 -0.846 -6.286 -0.037 0.011 0.021 0.082
H 1.350 0.045 -5.837 0.018 0.003 0.007 0.096
H -0.094 0.168 -4.825 -0.035 0.039 -0.096 0.074
H 2.469 -1.770 -2.937 0.133 -0.082 0.137 0.047
H 1.800 -0.176 -3.207 0.043 -0.055 -0.075 0.060
H 3.025 -0.815 -4.314 0.002 0.043 -0.003 0.105
H -4.093 -1.871 -6.008 0.026 -0.006 0.017 0.108
H -6.317 -0.939 -6.536 0.019 -0.002 -0.011 0.102
H -7.246 0.923 -5.235 0.002 0.003 -0.004 0.102
H -5.984 1.912 -3.359 0.015 0.007 0.008 0.106
H -0.602 2.428 -2.564 -0.008 0.013 -0.053 0.052
H -0.543 4.161 -2.918 0.042 0.006 0.040 0.095
H -2.039 3.264 -3.162 0.026 -0.071 -0.036 0.085
H 0.277 2.921 -0.214 0.054 0.049 0.032 0.039
H -0.486 4.167 0.776 0.045 -0.037 0.025 0.064
H 0.369 4.624 -0.702 -0.012 0.016 -0.003 0.092
H -3.271 4.940 -1.640 -0.016 0.057 0.010 0.079
H -1.728 5.790 -1.587 0.003 0.000 -0.021 0.093
H -2.547 5.392 -0.084 -0.031 0.009 -0.014 0.065
O 1.044 -1.406 -0.540 -0.847 0.224 -0.409 -0.461
Si 2.496 -1.665 0.104 0.969 0.241 0.511 0.484
C 3.540 -3.229 -0.201 -0.342 -0.008 -0.067 -0.209
C 4.323 -3.683 0.866 -0.078 0.022 0.067 -0.098
C 5.145 -4.795 0.753 0.112 -0.005 -0.022 -0.073
C 5.207 -5.495 -0.442 -0.009 -0.017 0.041 -0.079
C 4.470 -5.047 -1.526 0.005 0.046 -0.081 -0.074
C 3.664 -3.925 -1.404 0.243 0.105 0.012 -0.115
C 2.325 -1.731 2.000 -0.082 0.111 -0.251 -0.248
C 2.995 -0.882 2.878 0.098 -0.023 -0.159 -0.105
C 2.809 -0.967 4.251 -0.049 -0.040 0.058 -0.076
C 1.953 -1.921 4.781 0.003 0.045 0.016 -0.083
C 1.326 -2.820 3.930 -0.119 -0.093 -0.109 -0.076
C 1.513 -2.724 2.557 0.114 -0.017 0.073 -0.134
C 3.602 -0.247 -0.490 -0.341 -0.078 0.080 -0.216
C 3.047 0.873 -1.113 0.076 0.005 0.155 -0.136
C 3.840 1.881 -1.643 -0.135 0.018 -0.030 -0.079
C 5.220 1.771 -1.572 0.074 0.037 0.011 -0.076
C 5.796 0.663 -0.968 0.058 0.016 0.032 -0.067
C 4.994 -0.331 -0.430 -0.033 -0.030 0.064 -0.074
H 4.295 -3.157 1.812 0.002 -0.086 0.024 0.096
H 5.743 -5.109 1.599 -0.028 -0.021 0.011 0.106
H 5.828 -6.377 -0.529 0.027 0.017 -0.006 0.106
H 4.528 -5.563 -2.477 0.008 -0.023 0.010 0.107
H 3.136 -3.589 -2.281 0.139 0.153 -0.014 0.058
H 3.705 -0.165 2.480 -0.009 0.101 0.030 0.096
H 3.350 -0.301 4.913 0.012 0.036 0.005 0.105
H 1.797 -1.986 5.850 0.045 -0.022 0.005 0.102
H 0.713 -3.618 4.334 -0.012 0.034 0.038 0.105
H 1.079 -3.481 1.907 -0.058 -0.016 0.015 0.110
H 1.963 0.941 -1.214 0.065 0.119 0.082 0.063
H 3.386 2.738 -2.126 0.005 0.000 0.013 0.105
H 5.849 2.547 -1.990 -0.009 0.005 -0.015 0.106
H 6.873 0.570 -0.922 0.007 0.020 0.011 0.108
H 5.451 -1.198 0.032 0.061 0.005 -0.035 0.104
N -1.503 -2.306 1.398 0.118 -0.181 0.103 0.018
C -2.459 -3.058 1.953 -0.112 -0.014 -0.001 -0.057
C -3.584 -2.943 1.160 0.025 0.081 0.023 -0.032
C -3.202 -2.080 0.132 -0.104 -0.012 0.026 -0.136
N -1.932 -1.704 0.285 0.180 0.559 -0.620 -0.058
H -0.551 -2.176 1.723 -0.001 0.157 -0.050 0.090
H -2.282 -3.612 2.859 0.037 0.008 0.004 0.129
H -4.546 -3.400 1.310 0.016 -0.036 0.004 0.106
H -3.782 -1.726 -0.707 0.065 0.053 -0.025 0.123
C -0.037 0.538 7.019 -0.033 0.131 0.017 -0.097
C -0.800 1.678 6.350 0.162 -0.148 -0.064 -0.227
C -0.871 1.533 4.836 -0.191 -0.033 0.131 -0.208
N 0.444 1.763 4.259 0.128 0.086 -0.071 0.039
C 0.772 1.568 2.987 -0.269 -0.120 0.188 -0.746
S -0.291 0.799 1.938 0.089 -0.146 -0.263 0.714
N 1.998 2.006 2.557 0.132 0.163 -0.209 0.128
C 3.046 2.626 3.252 0.087 -0.043 0.046 -0.400
O 4.175 2.492 2.851 -0.059 -0.098 -0.039 0.134
C 2.737 3.491 4.428 0.185 0.270 0.061 -0.189
C 1.869 4.575 4.308 -0.058 -0.041 -0.019 -0.030
C 1.713 5.452 5.369 -0.021 0.065 -0.021 -0.062
C 2.404 5.245 6.555 0.028 -0.045 0.037 -0.064
C 3.258 4.158 6.681 0.030 -0.035 -0.008 -0.058
C 3.441 3.295 5.613 -0.022 -0.116 -0.099 -0.018
H 0.069 0.719 8.088 -0.008 -0.044 0.013 0.076
H 0.965 0.430 6.600 0.024 -0.024 -0.015 0.055
H -0.566 -0.406 6.882 0.038 -0.035 -0.007 0.077
H -0.331 2.637 6.594 -0.078 0.040 0.025 0.109
H -1.821 1.712 6.733 0.001 0.066 0.013 0.114
H -1.579 2.256 4.422 0.025 -0.076 -0.029 0.103
H -1.214 0.535 4.558 0.023 0.006 -0.016 0.104
H 1.108 2.244 4.846 -0.051 -0.004 0.075 0.108
H 2.299 1.637 1.663 -0.082 -0.079 -0.025 0.121
H 1.332 4.745 3.382 0.015 -0.039 -0.020 0.121
H 1.063 6.310 5.262 -0.010 -0.007 0.016 0.110
H 2.290 5.939 7.377 -0.034 -0.011 0.006 0.111
H 3.803 3.986 7.599 -0.018 0.054 0.021 0.112
H 4.134 2.466 5.686 0.023 0.021 -0.007 0.123
```
Positions in Å, forces in eV/Å.